(1)
Entry from OMol25: a 2-piece molecular cluster, C19H21N3O6 overall in a non-equilibrium geometry (wB97M-V/def2-TZVPD).

Cartesian coordinates (Å):
O  6.26  0.62  -0.19
O  1.78  -0.73  2.73
O  -3.12  2.87  0.66
O  -2.98  -0.66  -2.10
O  4.83  -0.39  1.22
O  1.17  -2.75  3.51
C  5.11  0.32  0.11
C  1.28  -1.82  2.54
C  -2.54  2.11  1.41
C  -3.08  0.15  -1.18
C  3.27  2.43  -2.44
C  -0.95  -3.37  -0.09
C  2.00  1.86  -2.44
C  -0.35  -2.95  -1.27
C  4.26  1.91  -1.61
C  -0.39  -3.00  1.14
C  1.74  0.77  -1.62
C  0.79  -2.14  -1.22
C  4.02  0.80  -0.76
C  0.74  -2.17  1.21
C  2.73  0.21  -0.79
C  1.32  -1.71  0.01
N  2.45  -0.88  0.03
N  -4.25  0.70  -0.84
N  -1.99  0.96  1.01
C  -2.44  2.42  2.88
C  -5.53  0.41  -1.49
C  -1.82  0.54  -0.39
H  5.70  -0.54  1.63
H  1.59  -2.35  4.29
H  3.48  3.28  -3.07
H  -1.83  -4.00  -0.13
H  1.21  2.27  -3.07
H  -0.76  -3.25  -2.23
H  5.24  2.38  -1.62
H  -0.86  -3.36  2.05
H  0.73  0.37  -1.63
H  1.27  -1.85  -2.15
H  2.94  -0.84  0.93
H  -4.22  1.44  -0.15
H  -1.53  0.40  1.71
H  -2.90  3.39  3.08
H  -2.95  1.65  3.46
H  -1.39  2.45  3.17
H  -6.32  1.03  -1.06
H  -5.79  -0.64  -1.34
H  -5.45  0.60  -2.56
H  -1.15  -0.32  -0.41
H  -1.34  1.35  -0.94

Calculated values
ΔE to the lowest compared entry with this formula, charge and spin = 0.000 eV
HOMO energy = -8.016 eV
Kohn-Sham gap = 8.211 eV
SMILES string = O=C(O)c1ccccc1Nc1ccccc1C(=O)O.CNC(=O)CNC(C)=O



(2)
Entry from OMol25: one molecule with the formula C5H12N6 in a non-equilibrium geometry (wB97M-V/def2-TZVPD).

Cartesian coordinates (Å):
C  -1.19  0.86  -1.80
C  -0.75  0.47  -0.55
C  1.94  -1.14  -0.27
C  1.04  -2.29  0.13
C  -0.33  -1.73  0.54
N  -1.64  -0.34  -2.45
N  -1.37  -1.29  -1.62
N  -0.89  -0.87  -0.46
N  -1.62  2.22  1.19
N  0.62  2.26  0.66
N  -0.49  1.44  0.98
H  -1.37  1.83  -2.16
H  2.09  -0.58  0.69
H  1.38  -0.45  -0.84
H  2.73  -1.45  -0.82
H  1.00  -2.84  -0.83
H  1.62  -2.92  0.83
H  -0.33  -1.11  1.40
H  -1.07  -2.52  0.62
H  -1.74  2.60  2.18
H  -1.68  2.91  0.44
H  1.49  1.78  0.96
H  0.58  3.16  1.20

Calculated values
<S²> = 2.008
HOMO energy (spin up / spin down) = -5.247 / -8.502 eV
Kohn-Sham gap (spin up / spin down) = 5.738 / 6.437 eV
Spin multiplicity = 3



(3)
Entry from OMol25: a 2-piece molecular cluster, C5H11FO overall in a non-equilibrium geometry (wB97M-V/def2-TZVPD).

Cartesian coordinates (Å):
C  -2.22  0.40  -0.53
C  1.77  1.62  -0.14
C  2.55  -0.79  0.54
C  -1.89  -0.92  -0.17
C  1.98  0.31  -0.31
O  -0.53  -1.19  0.42
F  1.39  -0.25  -1.46
H  -2.14  0.92  0.51
H  -1.55  0.92  -1.19
H  -3.34  0.53  -0.80
H  0.11  -1.19  -0.34
H  1.95  1.97  0.87
H  1.15  2.07  -0.94
H  2.89  -0.43  1.60
H  3.43  -1.35  0.14
H  1.74  -1.46  0.74
H  -1.71  -1.55  -1.00
H  -2.60  -1.35  0.52

Calculated values
ΔE to the lowest compared entry with this formula, charge and spin = 1.449 eV
HOMO energy = -9.694 eV
Kohn-Sham gap = 10.685 eV
SMILES string = C=C(C)F.CCO



(4)
Entry from OMol25: a 6-piece molecular cluster, C6H24N12O6 overall in a non-equilibrium geometry (wB97M-V/def2-TZVPD).

Cartesian coordinates (Å):
C  27.67  -10.01  5.12
O  28.28  -11.03  4.81
N  28.04  -8.70  4.92
N  26.50  -10.07  5.76
H  28.64  -8.55  4.13
H  27.40  -8.01  5.26
H  25.86  -9.28  5.87
H  26.17  -10.98  6.02
C  20.63  -6.29  2.09
O  21.17  -7.29  2.58
N  19.98  -6.35  0.93
N  20.67  -5.05  2.66
H  19.41  -5.53  0.80
H  19.73  -7.27  0.61
H  21.08  -4.91  3.56
H  20.74  -4.30  1.99
C  26.39  -5.71  2.56
O  25.54  -5.21  3.31
N  27.53  -5.09  2.16
N  26.28  -6.96  2.09
H  28.14  -5.67  1.61
H  27.69  -4.10  2.11
H  25.43  -7.45  2.30
H  26.86  -7.30  1.34
C  23.24  -11.56  7.24
O  23.96  -11.89  6.33
N  23.66  -11.18  8.50
N  21.87  -11.56  7.24
H  23.03  -11.13  9.27
H  24.66  -11.32  8.48
H  21.58  -12.07  6.41
H  21.21  -11.60  7.99
C  24.06  -7.59  5.11
O  25.24  -7.48  5.49
N  23.30  -8.63  5.50
N  23.38  -6.61  4.52
H  22.30  -8.63  5.46
H  23.68  -9.25  6.20
H  24.01  -5.87  4.20
H  22.49  -6.71  4.06
C  25.42  -7.39  9.24
O  24.61  -6.55  8.87
N  25.39  -8.05  10.43
N  26.46  -7.83  8.48
H  24.85  -7.53  11.11
H  26.06  -8.76  10.69
H  26.31  -7.70  7.49
H  27.27  -8.27  8.86

Calculated values
ΔE to the lowest compared entry with this formula, charge and spin = 1.650 eV
HOMO energy = -8.703 eV
Kohn-Sham gap = 9.177 eV
SMILES string = NC(N)=O.NC(N)=O.NC(N)=O.NC(N)=O.NC(N)=O.NC(N)=O



(5)
Entry from OMol25: C2H9N2OP as an isolated structure in a non-equilibrium geometry (wB97M-V/def2-TZVPD).

Cartesian coordinates (Å):
C  -2.47  0.18  -0.50
C  2.41  0.77  -0.20
N  -1.72  0.08  0.73
N  1.55  -0.01  0.67
O  0.23  -1.55  -1.12
P  0.31  -1.02  0.21
H  -1.84  0.48  -1.40
H  -3.21  -0.59  -0.77
H  -3.08  1.21  -0.41
H  3.56  0.65  -0.16
H  2.22  0.48  -1.16
H  2.09  1.79  -0.05
H  -2.17  -0.69  1.13
H  1.77  0.04  1.64
H  0.36  -1.81  1.38

Calculated values
ΔE to the lowest compared entry with this formula, charge and spin = 2.861 eV
HOMO energy = -8.300 eV
Kohn-Sham gap = 9.100 eV



(6)
Entry from OMol25: C31H35F9N4OP2Ru as an isolated structure in a non-equilibrium geometry (wB97M-V/def2-TZVPD).

Cartesian coordinates (Å):
Ru  -0.62  1.87  -0.32
C  2.13  -2.03  3.52
C  2.21  -1.11  2.55
C  2.47  -1.42  1.11
C  1.42  -2.10  0.20
C  0.03  -2.10  0.72
C  -0.36  -2.62  1.88
C  0.43  -3.73  2.52
C  1.44  -3.34  3.62
C  -2.05  1.36  1.11
H  2.75  -1.80  4.39
H  2.14  -0.04  2.77
H  3.39  -2.03  1.01
H  2.69  -0.44  0.66
H  1.38  -1.55  -0.75
H  1.77  -3.13  -0.03
H  -0.71  -1.49  0.18
H  -1.36  -2.48  2.28
H  1.01  -4.32  1.78
H  -0.26  -4.43  3.04
H  0.95  -3.33  4.61
H  2.23  -4.11  3.71
H  -1.68  1.68  2.11
H  -2.28  0.29  1.21
H  -2.98  1.91  0.85
P  -1.90  0.58  -1.48
P  1.53  1.68  -1.16
N  -2.63  -1.16  -1.98
N  -3.08  1.37  -2.51
N  2.47  0.31  -2.14
N  2.69  2.90  -2.00
C  -0.52  0.47  -2.67
C  0.21  1.79  -2.41
C  -3.64  -1.86  -1.35
C  -3.98  -2.99  -2.11
C  -3.18  -2.96  -3.28
C  -2.37  -1.82  -3.18
C  -3.98  2.34  -2.08
C  -4.79  2.71  -3.15
C  -4.39  1.93  -4.28
C  -3.33  1.12  -3.87
C  3.57  -0.42  -1.70
C  4.01  -1.29  -2.70
C  3.24  -1.01  -3.86
C  2.31  -0.03  -3.49
C  3.65  2.76  -3.01
C  4.08  4.02  -3.42
C  3.36  4.98  -2.63
C  2.51  4.26  -1.78
H  -0.83  0.40  -3.72
H  0.04  -0.43  -2.40
H  0.57  2.33  -3.29
H  -0.57  2.55  -1.92
H  -4.02  -1.52  -0.39
H  -4.73  -3.73  -1.87
H  -3.18  -3.63  -4.13
H  -1.65  -1.45  -3.89
H  -3.91  2.69  -1.05
H  -5.56  3.45  -3.12
H  -4.80  1.95  -5.27
H  -2.72  0.44  -4.43
H  4.00  -0.24  -0.72
H  4.79  -2.02  -2.59
H  3.33  -1.45  -4.85
H  1.58  0.46  -4.11
H  3.98  1.80  -3.37
H  4.81  4.22  -4.19
H  3.44  6.05  -2.68
H  1.80  4.58  -1.04
F  -2.79  -0.36  4.79
C  -1.53  -0.76  5.12
F  -1.58  -1.24  6.41
F  -1.25  -1.83  4.33
C  -0.46  0.41  4.87
O  -0.14  0.55  3.63
C  -1.09  1.69  5.61
F  -1.80  1.36  6.74
F  -0.13  2.59  5.97
F  -1.95  2.33  4.77
C  0.79  0.01  5.85
F  0.64  0.39  7.16
F  1.02  -1.34  5.88
F  1.93  0.60  5.39

Calculated values
<S²> = 6.040
ΔE to the lowest compared entry with this formula, charge and spin = 6.740 eV
Total charge = +2
HOMO energy (spin up / spin down) = -13.081 / -13.005 eV
Kohn-Sham gap (spin up / spin down) = 4.723 / 3.166 eV
Spin multiplicity = 5



Per-record total energy, eV: -36801.31374 -14311.22339 -10126.20730 -36783.12576 -16534.49203 -86311.79092